DFT (ωB97M-V/def2-TZVPD) results for a molecular structure, C29H48BaBrN3P2S.

LUMO energy = -7.11 eV
Kohn-Sham gap = 5.33 eV
Strongest force on any atom = 2.72 eV Å⁻¹
Calculated total energy = -135457.505 eV
Relative energy (zero: lowest compared OMol25 entry of this formula, charge and spin) = 0.000 eV
Highest occupied orbital energy = -12.439 eV

The geometry in ORCA input format:
```
! RIJCOSX wB97M-V def2-TZVPD def2/J DEFGRID3
* xyz 2 1
N 6.53363 0.93889 -3.78672
C 6.66346 1.01467 -2.46220
C 5.82784 0.29840 -1.58418
C 4.81373 -0.53304 -2.11626
C 4.68103 -0.55507 -3.52378
C 5.57816 0.17655 -4.31669
C 4.00322 -1.39582 -1.24392
Ba 2.61312 -1.35797 1.09076
P -0.70158 -3.54733 2.59072
C 2.70469 -1.83528 -1.55929
C 1.57788 -0.96813 -1.87107
C 0.39922 -1.51334 -2.45542
C -0.76356 -0.78383 -2.55974
C -0.85460 0.51957 -2.01691
C 0.35350 1.10801 -1.54336
C 1.54423 0.40166 -1.50310
Br -2.13868 -0.08922 0.17329
H 4.63313 -1.99818 -0.55601
H 2.51582 -2.92112 -1.67495
H 5.99209 0.40936 -0.50633
H 3.92610 -1.16356 -4.03130
H 7.47235 1.65230 -2.08746
H 5.53220 0.13185 -5.40836
H 0.43960 -2.54069 -2.82062
H 2.47628 0.90989 -1.23002
H -1.67978 -1.25583 -2.91663
H 0.32282 2.11694 -1.11284
P -2.38376 1.54391 -2.19434
C 1.11290 -3.49827 2.43978
C 1.78366 -4.70927 3.08116
H 1.44663 -2.58305 2.97847
H 1.28422 -3.52404 1.33927
H 2.86150 -4.54172 3.19213
H 1.37299 -4.90646 4.07966
H 1.65031 -5.60328 2.46402
C -1.38770 -3.57913 0.87696
C -2.85314 -4.02892 0.83259
H -0.75996 -4.28797 0.31945
H -1.27325 -2.57827 0.43039
H -3.14872 -4.24141 -0.20265
H -2.99869 -4.94688 1.41410
H -3.53050 -3.25289 1.21605
C -1.27183 -1.90734 3.18537
C -2.55286 -1.97910 4.01595
H -1.38518 -1.26944 2.29510
H -0.44029 -1.52720 3.79759
H -3.01986 -0.98330 4.09361
H -3.29939 -2.65943 3.58805
H -2.31452 -2.32141 5.03007
C -2.39574 2.82658 -0.88538
C -3.79964 3.25523 -0.55216
H -1.73803 3.64640 -1.20685
H -1.93783 2.38451 0.01265
H -4.25666 3.92171 -1.29576
H -4.44786 2.38105 -0.42090
H -3.78186 3.79128 0.40459
C -3.85214 0.45946 -2.42096
C -4.10800 -0.01229 -3.85266
H -4.69810 1.07085 -2.06001
H -3.74762 -0.38747 -1.71694
H -4.63530 0.76348 -4.42095
H -3.18212 -0.26387 -4.38118
H -4.74999 -0.90120 -3.85574
C -2.30728 2.47586 -3.75595
C -1.49491 3.76542 -3.79107
H -3.36842 2.68340 -3.97907
H -1.94779 1.76992 -4.52333
H -0.41662 3.56604 -3.82994
H -1.74578 4.30322 -4.71143
H -1.71477 4.44008 -2.95875
S 3.03780 1.52335 1.63316
C 1.72336 1.71160 2.73358
N 1.82680 1.33556 4.04086
C 1.08647 2.04571 5.10710
C -0.30736 2.39649 4.63026
C -0.24983 3.10236 3.29000
N 0.58046 2.32123 2.35593
H 2.76786 1.03237 4.28795
H 1.63020 2.96406 5.37806
H 1.06406 1.37860 5.97464
H -0.79433 3.04355 5.36473
H -0.90552 1.48531 4.53858
H 0.17218 4.11270 3.42049
H -1.23809 3.16648 2.82707
H 0.57395 2.60619 1.37899
*
```

=====

DFT (ωB97M-V/def2-TZVPD) results for a molecular structure, C29H48BrCaNOP2.

LUMO energy = -6.82 eV
Kohn-Sham gap = 5.17 eV
Strongest force on any atom = 4.67 eV Å⁻¹
Calculated total energy = -141429.543 eV
Relative energy (zero: lowest compared OMol25 entry of this formula, charge and spin) = 6.833 eV
Highest occupied orbital energy = -11.990 eV

The geometry in ORCA input format:
```
! RIJCOSX wB97M-V def2-TZVPD def2/J DEFGRID3
* xyz 2 1
C -4.57495 1.56790 0.57501
C -4.48157 0.48264 -0.31417
C -4.91226 0.65733 -1.65764
C -5.12939 1.97094 -2.07783
N -5.05032 2.99638 -1.22756
C -4.79512 2.84153 0.06883
C -3.81948 -0.60971 0.26744
C -3.70617 -1.77646 0.69035
C -2.85947 -2.72360 1.22394
C -1.55541 -2.50783 0.69508
C -0.48342 -3.29044 1.17517
C -0.76977 -3.85159 2.43958
C -2.05813 -4.26546 2.80879
C -3.18093 -3.71766 2.16014
Ca 0.54059 -1.46338 2.63308
P 0.04319 1.99932 -0.80243
H -5.01077 -0.13862 -2.39499
H -4.38641 1.45024 1.63594
H -5.40386 2.18251 -3.12067
H -4.77923 3.67830 0.77629
H -4.20354 -4.00277 2.46066
H -1.43000 -1.83928 -0.21529
H -2.13670 -5.07465 3.53780
H 0.55177 -2.96597 0.90515
C 1.65072 2.64621 -1.47147
C 1.56593 3.62208 -2.64190
H 2.19952 1.73668 -1.78257
H 2.23163 3.09175 -0.64218
H 2.58804 3.86126 -2.97515
H 1.02309 3.20134 -3.49824
H 1.08800 4.57021 -2.36046
C -1.03250 1.82193 -2.29910
C -1.75345 3.08016 -2.76239
H -1.76498 1.04992 -2.00128
H -0.44418 1.38284 -3.12572
H -2.27786 2.86590 -3.70570
H -2.50414 3.41622 -2.03254
H -1.05802 3.90817 -2.95442
C -0.67652 3.35192 0.21252
C -0.37285 4.78608 -0.20507
H -0.27863 3.17550 1.22710
H -1.76550 3.20128 0.28159
H -0.79937 5.47563 0.54081
H 0.70766 4.97331 -0.26763
H -0.83140 5.03255 -1.17268
Br 0.79091 -3.96686 3.81432
P 0.89714 -1.77064 -2.22007
C 1.05736 -0.95093 -3.81277
C 2.04491 -1.63331 -4.75210
H 1.36166 0.09518 -3.62372
H 0.06645 -0.88479 -4.27834
H 2.16652 -1.01767 -5.65288
H 3.03240 -1.74956 -4.29011
H 1.68388 -2.61476 -5.09060
C 2.43909 -2.61277 -1.84051
C 2.51256 -4.06742 -2.27030
H 2.56011 -2.53344 -0.74994
H 3.29862 -2.07118 -2.24954
H 3.43100 -4.53033 -1.89500
H 1.68036 -4.66381 -1.89157
H 2.56028 -4.19301 -3.35755
C -0.41069 -2.99893 -2.32588
C -0.61346 -3.61520 -3.68550
H -1.33946 -2.50573 -2.01716
H -0.24478 -3.76766 -1.56923
H -1.48627 -4.27008 -3.64602
H -0.81179 -2.85687 -4.44383
H 0.22604 -4.24613 -3.98235
C 3.39782 -1.74501 3.98287
C 2.62829 -0.45096 3.96607
O 2.36116 -0.16612 2.51803
C 3.39238 0.53905 1.72934
C 3.46945 1.97679 2.08765
H 3.05127 -2.55061 3.32985
H 3.46511 -2.14440 4.98255
H 4.42696 -1.57000 3.68585
H 1.66991 -0.49140 4.56335
H 3.13394 0.43231 4.34940
H 4.32777 0.04382 1.95447
H 3.21087 0.38640 0.66377
H 3.31346 2.14571 3.13568
H 4.43301 2.41867 1.88704
H 2.72840 2.53553 1.54981
*
```

=====

DFT (ωB97M-V/def2-TZVPD) results for 4 unconnected molecules or ions with the total composition C29H48BrClN3O19P3S2.

LUMO energy = -2.20 eV
Kohn-Sham gap = 6.21 eV
Strongest force on any atom = 8.40 eV Å⁻¹
Calculated total energy = -206317.404 eV
SMILES = CC(=O)OCc1c(Br)c(CCN)c2c(c1CCCS(=O)(=O)O)Nc1cc(Cl)cc(ON=O)c1S2.COP(=O)(OC)OC.COP(=O)(OC)OC.COP(=O)(OC)OC
Highest occupied orbital energy = -8.402 eV

The geometry in ORCA input format:
```
! RIJCOSX wB97M-V def2-TZVPD def2/J DEFGRID3
* xyz 0 1
C 2.99267 2.70509 0.81654
C 4.24782 1.95096 1.27374
O 4.71105 2.22841 2.35977
O 4.80823 1.03787 0.43233
C 5.05441 -0.22816 1.09407
C 3.70039 -0.72829 1.64248
C 2.76163 -1.12338 0.66900
Br 3.19674 -1.02663 -1.20733
C 1.48159 -1.58454 1.02975
C 0.43237 -2.00282 -0.00512
C -0.89594 -1.18611 0.05608
N -2.02602 -2.13701 0.10582
C 1.21252 -1.61375 2.40785
C 2.13405 -1.22178 3.38472
C 3.42223 -0.78467 3.01728
C 4.46660 -0.39245 4.05915
C 5.17730 -1.69027 4.62246
C 6.70241 -1.50905 4.82913
S 7.62356 -2.78303 3.90913
O 9.01997 -2.68854 4.19925
O 7.06744 -4.04440 4.29935
O 7.37702 -2.58948 2.32022
N 1.77371 -1.26756 4.76142
C 0.56598 -0.60166 5.06553
C 0.53073 0.36931 6.07843
C -0.69862 0.97941 6.31128
Cl -0.79624 2.23988 7.53722
C -1.85937 0.65466 5.62885
C -1.82073 -0.31566 4.61628
O -2.92012 -0.66340 3.87004
N -4.13020 -0.77135 4.66770
O -4.06843 -1.76783 5.25966
C -0.59601 -0.91475 4.35150
S -0.38172 -2.14293 3.06045
H 2.91670 3.61094 1.43737
H 2.07782 2.12377 1.00607
H 3.07906 3.05539 -0.22308
H 5.44705 -0.91086 0.33174
H 5.78422 -0.03103 1.89407
H 0.18239 -3.06102 0.20067
H 0.82898 -1.99077 -1.02572
H -0.95152 -0.58008 0.98405
H -0.99928 -0.46873 -0.77209
H -2.84889 -1.65995 0.47210
H -1.84105 -2.85591 0.79997
H 5.25173 0.24722 3.64943
H 3.96864 0.10818 4.90707
H 4.69552 -2.04607 5.54682
H 4.99898 -2.49050 3.88285
H 7.01670 -1.60464 5.87851
H 7.10026 -0.54586 4.46671
H 6.85655 -1.77826 2.19265
H 2.52443 -0.97661 5.37126
H 1.44293 0.60365 6.62754
H -2.77360 1.19070 5.89136
C 4.10108 -0.39986 -8.03968
O 4.20214 0.07157 -6.67446
P 5.15461 -0.80461 -5.58208
O 4.25546 -0.67692 -4.39976
O 6.28598 0.38805 -5.60120
C 6.89121 0.76165 -6.83585
O 6.24049 -1.90946 -4.95892
C 7.08666 -1.47938 -3.89900
H 3.04807 -0.52783 -8.28837
H 4.53244 0.34651 -8.70802
H 4.61441 -1.35023 -8.18683
H 6.37743 1.63491 -7.24242
H 6.86153 -0.04966 -7.56733
H 7.93053 1.02582 -6.64745
H 6.53573 -0.88919 -3.16706
H 7.92454 -0.90301 -4.28972
H 7.48066 -2.37398 -3.41759
C -6.04983 -1.34619 2.75738
O -5.98640 -1.01152 1.35213
P -7.42327 -1.05863 0.43463
O -6.73351 -1.64645 -0.76121
O -7.46402 0.58340 0.33928
C -7.59472 1.34593 1.53682
O -8.96018 -1.23658 -0.21158
C -9.30476 -0.43804 -1.34272
H -5.33765 -2.14586 2.95706
H -5.77739 -0.47193 3.33937
H -7.04598 -1.67818 3.05450
H -6.60655 1.67161 1.86910
H -8.07459 0.77389 2.33493
H -8.19808 2.22692 1.32407
H -8.49133 -0.40132 -2.06641
H -9.57403 0.57102 -1.03050
H -10.17718 -0.89673 -1.80637
C -5.40372 3.32262 -6.71443
O -6.45873 3.01996 -5.77234
P -6.09103 2.05563 -4.42900
O -7.35064 1.25725 -4.41311
O -6.20095 3.35433 -3.42580
C -5.37237 4.48825 -3.65725
O -5.19885 1.16754 -3.34139
C -5.62193 1.18020 -1.97994
H -5.72599 3.01886 -7.71013
H -5.22346 4.39872 -6.71605
H -4.47459 2.80535 -6.47329
H -5.93100 5.23746 -4.22220
H -4.46340 4.22532 -4.20436
H -5.09121 4.91572 -2.69579
H -6.70047 1.09052 -1.89728
H -5.28519 2.09549 -1.49085
H -5.15461 0.33541 -1.47494
*
```